9 unconnected molecules or ions with the total composition C78H114N6O18 at a distorted geometry. Source: OMol25; level of theory: the ωB97M-V functional and the def2-TZVPD basis.

Each line ends with the Mulliken charge.
Atoms and positions in Å:
H1 5.70 1.81 1.12  0.15
H2 -3.01 3.67 -1.09  0.50
C1 -3.89 5.61 2.32  -0.32
H3 -3.66 0.69 -4.21  0.12
H4 6.89 3.02 0.59  0.42
H5 -0.77 -1.22 -1.31  0.48
H6 -3.54 -0.24 -8.15  0.42
H7 2.35 4.12 -0.04  -0.16
H8 -2.95 -5.00 -2.72  0.35
H9 1.47 -2.34 2.08  0.24
O1 4.26 -4.03 2.35  -0.66
H10 -3.23 -2.92 -6.54  0.33
H11 4.24 -6.40 1.38  0.42
H12 0.55 -5.46 0.45  0.45
C2 -3.31 -1.98 -5.92  -0.75
H13 -6.00 5.11 2.28  0.43
C3 -2.61 4.41 -6.06  -0.85
H14 0.92 7.02 1.65  0.51
H15 7.27 -7.92 -1.37  0.39
N1 1.86 -1.27 -3.80  -0.19
H16 1.46 2.12 3.34  -0.26
C4 -0.30 -4.77 0.33  0.04
H17 6.23 0.53 3.14  0.39
H18 -4.76 1.58 -3.18  0.33
H19 -2.11 5.38 -5.90  0.51
H20 3.11 -5.46 -2.28  0.33
H21 -2.97 -2.80 4.31  0.50
C5 5.70 -7.31 0.10  -0.44
H22 1.21 0.67 -3.50  -1.26
C6 -2.84 3.21 -0.13  -0.55
C7 6.32 -2.80 2.05  -0.06
C8 -5.79 0.86 4.70  -1.32
C9 7.85 2.83 4.45  -0.83
H23 4.84 -5.47 -2.52  0.35
C10 -5.43 -1.54 -1.21  -1.40
O2 -3.45 -5.75 3.91  -0.26
H24 -2.37 1.13 -2.02  -0.06
H25 8.26 3.85 4.55  0.31
H26 -1.03 3.34 -5.03  -0.09
H27 2.74 0.55 -4.38  0.39
C11 -3.99 -2.93 1.96  -0.83
H28 5.19 4.73 1.03  0.22
H29 -3.41 6.66 -7.53  0.27
C12 7.01 -7.22 -0.55  -0.60
C13 -5.67 0.64 6.08  -0.62
C14 1.74 0.10 -4.25  1.24
H30 -0.63 -5.95 2.93  0.49
O3 -3.08 4.56 -7.41  -0.30
H31 -5.23 -6.65 3.40  0.31
C15 4.47 3.60 -0.57  -1.15
H32 1.58 -1.47 -8.37  0.37
H33 1.15 2.15 -1.79  -0.49
H34 4.93 2.70 -1.06  0.28
C16 -1.57 3.33 0.45  -0.15
H35 -3.00 -2.20 -4.91  0.06
O4 2.39 0.80 2.10  0.16
O5 1.72 -0.66 -6.51  -0.45
C17 2.13 5.90 2.98  -0.09
C18 2.97 3.42 -0.70  1.14
O6 -5.84 1.23 2.00  -0.69
H36 2.96 1.56 3.97  0.51
H37 0.22 -0.35 -7.88  0.21
H38 -3.35 4.22 -5.26  0.26
H39 -4.33 -7.49 4.73  0.28
H40 -0.76 3.93 -0.02  0.32
H41 4.84 4.53 -1.11  0.26
H42 -3.63 -0.88 -2.09  -0.29
C19 -2.66 5.58 3.03  0.59
H43 -3.92 6.14 1.36  0.44
C20 1.33 3.06 -2.31  0.12
O7 -1.59 7.26 1.78  -0.65
H44 -4.65 -3.80 0.15  0.48
C21 1.86 -1.45 1.59  -1.17
H45 0.15 -1.94 -7.39  0.18
H46 1.87 -3.50 -2.44  -0.02
H47 -4.89 2.56 0.02  0.48
H48 -1.47 -4.15 -3.46  0.43
C22 1.09 4.85 4.85  -0.91
C23 2.73 -2.92 -2.07  -0.07
H49 -4.28 0.13 -6.67  0.24
H50 -5.42 -2.53 -1.73  0.47
C24 6.38 3.25 2.68  -0.35
H51 2.19 -0.83 -1.78  -0.34
C25 5.71 -1.64 2.51  -0.15
C26 -1.66 3.23 -5.94  -0.13
N2 4.91 3.81 0.80  0.22
H52 -2.99 2.15 -7.80  0.44
C27 -4.56 -6.47 4.32  -0.81
C28 -4.68 -0.55 -2.02  1.16
H53 1.16 4.33 5.76  0.62
C29 -3.77 4.35 4.78  -0.88
C30 7.79 -6.09 -0.23  -0.41
O8 -1.69 -3.96 -1.42  0.32
H54 -4.84 5.69 -6.88  0.31
C31 -2.28 -4.12 -2.74  -0.56
H55 -3.51 -1.27 4.07  -0.09
H56 -2.63 -7.42 2.83  0.47
O9 -5.22 -0.44 -3.33  -0.56
C32 -0.72 -4.95 -1.12  -0.98
H57 0.01 -3.71 0.59  -0.31
O10 9.38 -4.09 0.69  -0.65
H58 0.15 -4.84 -1.80  0.39
H59 3.20 4.91 4.50  0.34
H60 3.74 -1.14 -2.69  0.34
C33 7.35 -5.20 0.70  0.66
H61 -2.30 -4.91 0.70  0.07
C34 -4.80 1.44 2.55  0.27
H62 -0.98 3.25 -6.83  0.45
C35 6.00 2.96 1.23  -0.67
C36 -1.40 4.74 5.05  0.20
H63 -4.37 0.30 7.70  0.50
H64 0.48 3.76 -2.04  0.27
H65 -3.95 -3.92 2.31  -0.18
H66 -4.74 0.42 -1.47  -0.09
C37 6.08 -5.26 1.29  0.14
C38 7.88 -0.52 2.21  -0.12
C39 -5.04 4.96 2.81  -0.76
H67 -1.65 1.34 -5.33  -0.31
C40 -3.41 1.28 4.60  0.70
H68 6.53 4.38 2.75  0.46
C41 -1.53 6.37 2.59  -0.02
C42 8.21 -4.00 1.00  0.30
C43 -4.95 4.41 4.08  -0.33
C44 -2.84 -6.34 2.80  -0.86
C45 -4.63 1.16 3.99  0.85
H69 -6.53 0.33 6.62  0.40
C46 5.42 -4.05 2.01  0.32
H70 6.96 2.73 5.09  0.32
H71 5.09 -8.17 -0.11  0.42
N3 -2.34 1.94 -5.76  0.33
C47 -2.61 4.89 4.24  0.55
H72 1.40 -0.29 -0.01  -0.52
C48 2.21 5.19 4.14  -0.39
H73 -0.59 -0.05 1.56  -0.76
C49 6.55 -0.46 2.69  -0.71
C50 -0.16 5.18 4.33  0.86
O11 -2.83 -2.20 2.29  0.73
C51 -1.28 1.30 -2.03  -1.43
C52 -3.91 2.63 0.53  -1.35
H74 -2.35 0.92 6.42  0.44
C53 1.94 -0.37 2.69  -1.00
H75 -5.35 0.91 -4.81  0.32
H76 0.02 -0.53 -5.27  0.11
C54 -2.75 -1.95 3.70  -0.80
H77 -4.33 5.50 -8.58  0.24
C55 0.90 -1.12 -7.61  -0.62
O12 -0.56 0.78 -0.91  1.03
H78 -1.63 -4.56 3.13  -0.20
C56 -3.98 5.70 -7.57  -0.72
C57 -1.57 -5.50 2.51  -0.03
C58 0.91 6.38 2.52  -1.26
H79 -5.84 4.10 4.58  0.39
C59 -4.46 0.58 6.68  -1.04
O13 -1.12 1.80 4.28  -0.71
H80 -0.93 0.83 -2.95  0.40
H81 2.93 2.74 2.58  -0.07
H82 -6.77 0.86 4.35  0.59
C60 2.65 -1.44 -2.57  0.16
C61 8.42 -1.65 1.65  -1.31
H83 -4.75 -0.85 0.72  -0.10
C62 2.48 1.86 3.05  -0.16
O14 -2.54 -0.82 -6.37  -0.07
C63 7.59 -2.79 1.60  0.91
H84 2.69 2.40 -0.46  -0.39
H85 -6.48 -1.29 -1.34  0.34
H86 -5.11 -5.94 5.07  0.26
H87 9.45 -1.70 1.32  0.46
H88 8.65 2.23 4.84  0.30
C64 -2.23 1.74 3.79  0.14
N4 -4.98 -1.66 0.20  -0.06
H89 -1.77 -1.58 3.90  0.25
H90 2.69 -2.98 -0.99  0.26
H91 -4.81 -2.47 2.48  0.66
H92 1.28 2.92 -3.37  0.21
H93 -1.60 1.18 -7.63  0.22
O15 3.90 -3.61 -2.70  -0.50
H94 4.66 -1.58 2.84  0.46
C65 -0.26 5.98 3.21  0.44
H95 -3.54 -6.27 1.97  0.33
H96 -0.44 2.90 2.20  -0.06
H97 5.49 3.07 3.34  0.09
H98 2.56 -0.78 3.52  0.66
C66 -1.40 2.83 1.70  -0.88
H99 0.92 -0.30 3.11  0.03
H100 -3.72 3.92 5.74  0.72
H101 -1.09 -6.00 -1.31  0.38
C67 -3.30 0.07 -7.14  -0.56
C68 4.02 -4.88 -2.11  -0.46
H102 -4.39 -1.83 -5.94  0.38
C69 -1.05 -0.52 -0.49  0.46
C70 -3.34 0.96 5.98  -0.45
H103 4.16 -4.84 -1.03  0.03
O16 -1.44 4.43 6.22  -0.68
O17 7.53 2.47 3.10  -0.31
H104 0.67 1.02 -5.91  0.31
H105 8.59 0.28 2.28  0.44
H106 -0.79 -1.80 1.18  -0.42
C71 -2.56 1.38 -7.16  -0.69
H107 3.04 6.02 2.43  0.34
H108 -2.19 -0.43 -0.33  -0.88
H109 2.83 -1.64 1.17  0.52
N5 0.99 -1.07 0.51  1.22
H110 -1.09 2.37 -2.07  0.02
O18 2.57 3.69 -2.03  -0.52
H111 -3.19 -2.81 0.03  -0.26
N6 -1.47 -5.36 1.08  -0.22
C72 -2.39 2.16 2.33  0.74
C73 5.26 -6.37 1.04  -0.61
H112 2.35 -1.74 -4.57  0.28
H113 -2.92 -3.25 -2.89  -0.39
C74 -0.38 -0.86 0.82  0.83
H114 8.76 -5.96 -0.74  0.41
C75 -3.66 2.02 1.76  1.52
C76 -4.71 0.76 -3.92  -0.50
C77 -4.18 -2.85 0.50  0.02
C78 0.94 0.00 -5.52  -0.35

Values from the calculation:
Electronic energy = -128521.022 eV
Orbital gap = 0.2604 Eh
Strongest force on any atom = 3.524 eV/A
2S+1 = 1
ΔE to the lowest compared entry with this formula, charge and spin = 0.0000 eV
E_HOMO = -0.3009 hartree